Computed, not measured: 5 unconnected molecules or ions with the total composition C39H48F4N3S2 at a distorted geometry, with ωB97M-V with the def2-TZVPD basis set.

ORCA input file:
```
! RIJCOSX wB97M-V def2-TZVPD def2/J DEFGRID3
* xyz 1 1
H -5.74 -0.32 4.68
C -4.66 2.68 -0.59
H 2.49 -1.12 -4.29
C 7.63 4.16 -2.10
C 6.41 1.73 -2.66
H -2.62 2.37 -4.16
C -7.83 -0.32 4.12
C 2.26 2.05 5.74
H -7.96 -1.38 4.30
C -0.46 0.03 -4.20
H -1.40 -5.28 2.16
C 1.59 -3.11 -4.41
C -8.90 0.45 3.67
H -1.82 1.92 -6.47
C -1.83 -3.23 1.55
H 3.35 -1.49 -2.49
H -5.31 3.17 -1.30
H 3.85 0.53 -1.30
C 2.17 -3.65 -3.10
H 0.85 -0.57 -2.71
C -6.45 1.62 4.11
H -0.48 -2.18 0.29
H 4.35 -1.74 -1.11
N -0.61 0.40 -5.53
C 3.33 -1.51 -1.41
C 3.05 0.06 0.62
H 2.99 -3.43 -0.45
C 1.25 -0.16 4.47
H 2.01 -0.04 0.93
C 0.40 0.60 5.24
C 7.66 3.66 -3.39
F -5.24 2.19 4.32
H 3.21 -0.48 3.69
H 2.13 0.32 -1.34
C -4.66 3.08 0.74
H -9.55 2.41 3.10
H -5.30 3.89 1.06
H 4.13 1.54 4.82
H -3.83 2.77 2.69
H -1.42 0.81 -2.41
C 2.58 0.15 4.31
H 1.80 -2.18 -0.08
C 6.99 3.46 -1.08
C 0.92 1.71 5.89
C 7.04 2.45 -3.67
C -7.49 2.40 3.67
H 3.24 -3.45 -3.06
H 0.27 2.32 6.51
H 7.06 2.05 -4.68
C 0.42 -1.02 -3.60
H 0.22 -2.55 1.85
H 0.56 -3.46 -4.49
C 2.41 -2.61 -0.86
H -0.64 0.32 5.34
H 3.58 -0.76 1.09
C -3.01 1.41 1.25
H -7.34 3.46 3.51
C 1.54 -1.59 -4.49
H -2.95 -4.64 2.72
S -0.61 -4.68 -2.41
C -3.83 2.45 1.66
H 2.65 2.93 6.24
H 1.32 -1.34 -5.53
H -1.50 -4.08 3.49
C -6.59 0.26 4.33
H -2.15 -2.34 2.08
H 3.43 1.03 0.92
F 5.77 1.57 -0.40
C 3.09 1.28 4.94
C 3.04 -0.09 -0.91
C -3.84 1.65 -1.00
N 1.48 -3.14 -1.89
C -1.91 -4.39 2.53
H 2.11 -3.55 -5.25
N -1.93 1.67 -4.37
F -2.22 0.01 -0.48
C -1.49 1.39 -5.60
H -2.46 -3.38 0.68
C 0.49 -3.99 -1.42
H 5.93 0.78 -2.86
H -0.12 -0.03 -6.29
C -0.41 -2.94 1.06
C 6.39 2.26 -1.39
H -9.86 -0.01 3.51
S 0.37 -4.42 0.32
H 8.15 4.21 -4.18
C -3.03 1.03 -0.07
H 8.11 5.11 -1.87
C -8.73 1.81 3.45
H -0.22 -1.85 -3.29
F 0.77 -1.25 3.83
H 2.06 -4.73 -3.16
H -3.82 1.31 -2.03
H -2.36 0.89 1.95
C -1.29 0.83 -3.47
H 6.96 3.84 -0.07
*
```

Values from the calculation:
- E_LUMO (eV) = -2.583
- energy (eV) = -78226.0214
- HOMO level (Eh) = -0.362
- orbital gap (eV) = 7.3

---

Computed, not measured: a molecular structure, C32H44N4O8PtS2SbSi3 at a distorted geometry, with ωB97M-V with the def2-TZVPD basis set.

ORCA input file:
```
! RIJCOSX wB97M-V def2-TZVPD def2/J DEFGRID3
* xyz 1 1
C 0.74 -0.01 2.63
H -3.92 4.06 2.19
C 3.27 3.13 1.33
H 0.96 2.73 -4.08
Pt 2.00 -0.35 0.47
H 1.27 0.76 -1.59
O 0.05 -1.60 0.13
H -1.35 -1.88 -0.81
H -0.01 -1.34 -5.11
H 2.26 -2.29 -5.36
O -1.01 1.22 -2.27
H 5.89 -4.20 2.58
H -2.87 4.72 0.95
C -1.33 -6.16 0.70
H -3.53 -2.85 1.24
C -4.12 -0.44 -1.10
C -2.92 4.44 2.00
H 1.85 3.28 -0.27
N 1.53 -3.22 0.81
N -0.80 0.17 -3.15
Si -1.55 3.21 2.53
O 1.15 -0.86 3.39
H -3.32 -0.40 -1.83
H -4.80 0.39 -1.29
C 1.47 0.03 -2.37
N 2.48 -2.30 0.91
C 0.76 -1.13 -4.39
H -3.16 -6.77 -0.23
C 3.70 -2.71 1.10
H -1.29 1.54 4.40
H -3.91 -1.90 2.67
H 4.54 2.63 3.00
H -1.16 -7.11 1.18
H 6.47 -4.90 1.04
H -2.42 4.64 -1.79
H -2.54 1.59 -4.80
H 1.03 3.68 -2.62
H -2.98 1.93 4.18
H 6.33 -2.68 -0.08
C -3.28 -1.94 1.78
C -4.67 0.88 1.62
H 7.21 -2.41 1.46
C 2.15 2.77 0.63
C 0.47 -0.28 -3.30
H 0.91 3.57 3.03
H -2.25 -2.04 2.12
H -3.58 -4.57 -1.28
H 0.37 4.70 1.79
S 4.95 -1.58 1.50
H -0.03 4.98 3.48
O -1.79 -0.24 -3.78
Si -1.30 2.76 -2.97
H -4.66 1.85 1.13
H -4.66 -1.36 -1.28
C -0.65 -3.88 0.29
N 1.35 1.76 1.01
H 0.48 -5.26 1.45
C -1.81 -3.68 -0.48
H -2.15 3.24 -5.27
C 2.72 -0.58 -2.48
C 0.34 -2.82 0.42
H -3.49 2.92 -4.18
O 4.62 -1.27 -1.26
S 4.13 -4.39 0.95
Si -3.53 -0.38 0.72
C -2.46 -5.96 -0.08
C -0.42 -5.13 0.87
C 3.75 -0.41 -1.37
H -1.93 3.05 5.02
Sb -1.21 1.17 0.73
C 2.02 -1.66 -4.52
C -2.07 3.66 -1.49
H 3.85 3.99 1.02
H -2.81 5.36 2.57
C -2.70 -4.74 -0.67
H -4.38 1.03 2.66
C 0.40 3.44 -3.47
O -0.52 0.10 2.33
C 2.87 1.31 2.83
O 3.62 0.62 -0.63
C -1.98 2.35 4.19
H 3.97 -1.89 -3.61
H -1.35 3.79 -0.69
C 3.65 2.38 2.45
C 0.08 4.20 2.72
H 3.11 0.70 3.68
C -2.48 2.61 -4.44
C 1.70 1.04 2.12
C 3.00 -1.42 -3.55
H -2.92 3.10 -1.09
C 6.27 -2.74 1.01
O -2.09 -2.49 -1.04
H 0.28 4.35 -4.06
H -5.69 0.52 1.61
C 5.86 -4.12 1.49
*
```

Values from the calculation:
- energy relative to the best compared isomer or geometry (same formula, charge and spin) (kJ/mol) = 511.12
- E_LUMO (spin up / spin down) (eV) = -5.654 / -5.651
- energy (eV) = -111317.2396
- HOMO level (spin up / spin down) (Eh) = -0.341 / -0.341
- orbital gap (spin up / spin down) (eV) = 3.6 / 3.6

---

Computed, not measured: 5 unconnected molecules or ions with the total composition C19H42N4O6, with ωB97M-V with the def2-TZVPD basis set.

ORCA input file:
```
! RIJCOSX wB97M-V def2-TZVPD def2/J DEFGRID3
* xyz 0 1
O -7.52 3.17 -2.47
C -0.10 -0.19 2.92
H -8.04 -0.14 -0.53
H 0.14 -4.14 3.64
H -8.82 -0.83 -1.94
H 2.07 -2.43 3.31
H -1.34 2.64 -4.32
N -8.59 1.26 -1.97
H -1.16 0.01 2.94
C -7.58 2.16 -1.79
H -1.00 -6.88 3.35
C -3.24 2.06 -2.81
H 3.94 4.60 -0.31
H 0.57 0.61 3.19
H 2.62 1.10 -0.06
H -9.78 0.03 -0.73
N 5.33 2.47 -1.42
H -9.25 1.53 -2.68
H 5.40 1.54 -1.81
H -6.99 1.74 0.25
C 1.37 -5.67 3.29
C 4.16 -0.65 0.63
H 1.06 -7.71 3.94
H 7.32 2.83 -0.83
O 2.64 -0.61 2.55
C 4.11 4.60 -1.39
H 6.27 2.21 0.45
H -6.03 0.90 -0.97
H -2.87 1.19 -3.36
H 6.11 3.88 -0.10
H 1.23 0.05 0.24
H 2.50 -7.42 2.94
C -0.56 3.00 -3.65
C 4.30 3.20 -1.92
H 2.71 0.28 -2.44
O 3.00 -0.92 -0.12
O 2.36 -4.96 3.29
C -8.82 0.02 -1.26
C 2.13 0.17 -0.37
H 4.99 5.22 -1.59
N -1.02 2.96 -2.28
H 4.59 -0.13 2.68
C -1.14 -5.81 3.52
C 3.97 -0.85 2.15
H -5.81 2.64 -0.73
H 0.89 -7.47 2.20
H -0.33 -2.15 2.24
H 2.01 -2.31 1.55
H 4.95 -1.31 0.26
O -2.47 2.57 -0.61
H -0.38 3.26 -1.56
H -4.13 1.78 -2.27
O 3.55 2.72 -2.75
H 4.49 0.39 0.44
C -6.54 1.83 -0.74
H -1.81 -5.43 2.74
C 1.81 -1.76 2.47
C 1.79 0.23 -1.85
H 1.23 1.14 -2.07
C 1.46 -7.17 3.08
N 0.13 -5.14 3.49
C 0.37 -1.37 2.54
H -0.30 4.02 -3.94
H -1.64 -5.69 4.48
H 0.33 2.37 -3.78
H 4.28 -1.85 2.45
C -2.22 2.55 -1.80
H 1.22 -0.65 -2.16
C 6.31 2.86 -0.43
H -3.49 2.83 -3.53
H 3.25 5.03 -1.89
*
```

Values from the calculation:
- SMILES = C=CCOCCOCC.CNC(C)=O.CNC(C)=O.CNC(C)=O.CNC(C)=O
- E_LUMO (eV) = 0.710
- energy (eV) = -38629.3093
- HOMO level (Eh) = -0.323
- orbital gap (eV) = 9.5